[1]
C6H8BrIN as an isolated structure in a non-equilibrium geometry, computed with wB97M-V/def2-TZVPD.

Values from the calculation:
Total charge = +1
M = 300.9 g/mol
Energy above the lowest of the compared OMol25 structures with the same formula, charge and spin = 51.8 kcal per mole
2S+1 = 1
E_HOMO = -0.4482 hartree
LUMO level = -3.77 eV

```
17
Properties=species:S:1:pos:R:3:lowdin_charge:R:1
C -0.653 1.245 -0.767 -0.05
C 0.392 1.983 -0.347 -0.07
C -0.924 -0.216 -0.564 -0.17
C 1.689 1.585 0.172 -0.27
C -1.491 -0.734 0.520 -0.13
C 2.475 0.534 0.150 -1.12
N -1.628 -2.193 0.508 0.17
Br 4.353 0.662 0.652 0.65
I 1.912 -1.483 -0.005 0.94
H -1.292 1.786 -1.451 0.12
H 0.516 2.989 -0.600 0.10
H -0.855 -0.732 -1.479 0.09
H 2.313 2.454 0.151 0.09
H -1.682 -0.330 1.492 0.14
H -2.607 -2.303 0.927 0.21
H -0.938 -2.596 1.083 0.11
H -1.580 -2.651 -0.442 0.20
```

[2]
C60H48AsClGeN2PTi as an isolated structure in a non-equilibrium geometry, computed with wB97M-V/def2-TZVPD.

Values from the calculation:
Total charge = +3
M = 1058.9 g/mol
Energy above the lowest of the compared OMol25 structures with the same formula, charge and spin = 0.0 kcal per mole
⟨S²⟩ = 2.0050
2S+1 = 3
E_HOMO (spin up / spin down) = -0.5581 / -0.5659 hartree
LUMO level (spin up / spin down) = -7.60 / -7.63 eV

```
115
Properties=species:S:1:pos:R:3:lowdin_spin:R:1
Ti -2.670 -20.983 2.555 1.81
C -6.409 -23.252 1.446 0.00
C -5.485 -22.266 1.664 0.01
N -4.314 -22.547 2.198 0.01
C -4.014 -23.819 2.585 0.01
C -4.903 -24.854 2.437 0.00
C -6.153 -24.568 1.819 0.01
C -4.568 -26.189 2.923 0.00
C -3.353 -26.422 3.456 0.00
C -2.354 -25.365 3.574 0.00
C -1.068 -25.584 3.992 0.01
C -0.138 -24.575 3.942 0.00
C -0.564 -23.287 3.585 0.01
N -1.816 -23.031 3.178 0.01
C -2.693 -24.072 3.146 0.01
H -7.388 -22.973 1.041 0.00
H -5.649 -21.210 1.394 0.00
H -6.886 -25.364 1.675 0.00
H -5.254 -26.974 2.714 0.00
H -3.047 -27.436 3.753 0.00
H -0.800 -26.591 4.353 0.00
H 0.864 -24.807 4.268 0.00
H 0.097 -22.442 3.534 0.00
Cl -3.879 -20.514 4.810 0.01
C -4.417 -18.823 4.854 0.01
C -4.764 -18.375 6.103 0.00
C -5.341 -17.110 6.162 0.00
C -5.488 -16.343 5.006 0.00
C -5.077 -16.837 3.795 0.00
C -4.532 -18.110 3.669 0.00
P -3.985 -18.740 2.007 0.02
C -3.247 -17.239 1.241 0.00
C -2.001 -16.746 1.688 0.00
C -1.392 -15.715 1.012 0.00
C -1.931 -15.141 -0.153 0.00
C -3.154 -15.601 -0.585 0.00
C -3.825 -16.637 0.093 0.00
C -5.514 -18.885 1.093 0.00
C -6.721 -18.499 1.597 0.00
C -7.889 -18.652 0.805 0.00
C -7.802 -19.135 -0.497 0.00
C -6.578 -19.598 -0.993 0.00
C -5.479 -19.465 -0.199 0.00
H -4.666 -18.950 6.987 0.00
H -5.624 -16.645 7.099 0.00
H -5.890 -15.324 5.113 0.00
H -5.166 -16.146 2.938 0.00
H -1.469 -17.177 2.516 0.00
H -0.435 -15.431 1.490 0.00
H -1.485 -14.274 -0.649 0.00
H -3.723 -15.116 -1.358 0.00
H -4.765 -16.969 -0.284 0.00
H -6.788 -18.016 2.591 0.00
H -8.850 -18.315 1.219 0.00
H -8.673 -19.153 -1.152 0.00
H -6.560 -20.101 -1.929 0.00
H -4.523 -19.867 -0.496 0.00
Ge -4.055 -23.719 -2.350 0.00
C -3.152 -23.366 -3.976 0.00
C -2.514 -22.103 -4.131 0.00
C -2.027 -21.685 -5.356 0.00
C -2.106 -22.541 -6.444 0.00
C -2.692 -23.802 -6.317 0.00
C -3.176 -24.261 -5.096 0.00
C -5.398 -25.006 -1.879 0.00
C -5.482 -26.413 -1.810 0.00
C -6.644 -27.086 -1.510 0.00
C -7.758 -26.325 -1.189 0.00
C -7.752 -24.941 -1.277 0.00
C -6.571 -24.284 -1.630 0.00
H -4.660 -22.533 -1.846 0.00
H -2.457 -21.372 -3.288 0.00
H -1.633 -20.664 -5.426 0.00
H -1.800 -22.213 -7.411 0.00
H -2.790 -24.436 -7.180 0.00
H -3.757 -25.194 -5.042 0.00
H -4.623 -27.021 -2.037 0.00
H -6.761 -28.166 -1.492 0.00
H -8.693 -26.799 -0.872 0.00
H -8.669 -24.429 -1.127 0.00
H -6.589 -23.221 -1.678 0.00
C -1.272 -25.165 -2.313 0.00
C -2.186 -25.047 -1.279 0.00
C -2.356 -23.809 -0.622 0.00
C -1.523 -22.707 -0.993 0.00
C -0.629 -22.888 -2.046 0.00
C -0.445 -24.118 -2.688 0.00
As -1.724 -20.959 -0.127 0.02
C -1.039 -19.699 -1.412 0.00
C 0.355 -19.577 -1.625 0.00
C 0.814 -18.777 -2.688 0.00
C -0.069 -18.093 -3.480 0.00
C -1.437 -18.243 -3.338 0.00
C -1.934 -19.016 -2.260 0.00
C -0.253 -21.085 1.124 0.01
C -0.145 -20.220 2.219 0.01
C 1.025 -20.207 2.987 0.01
C 2.075 -21.054 2.660 0.00
C 1.946 -21.925 1.580 0.00
C 0.771 -21.988 0.853 0.00
H -1.132 -26.106 -2.850 0.00
H -2.778 -25.889 -0.999 0.00
H -3.044 -23.753 0.179 0.00
H 0.049 -22.047 -2.267 0.00
H 0.353 -24.234 -3.436 0.00
H 1.089 -20.139 -1.012 0.00
H 1.843 -18.642 -2.904 0.00
H 0.332 -17.499 -4.250 0.00
H -2.166 -17.779 -3.992 0.00
H -3.044 -19.134 -2.165 0.00
H -0.844 -19.380 2.352 0.00
H 1.070 -19.576 3.848 0.00
H 3.001 -20.931 3.209 0.00
H 2.746 -22.609 1.273 0.00
H 0.638 -22.736 0.062 0.00
```

[3]
C4H13ClN2Si as an isolated structure in a non-equilibrium geometry, computed with wB97M-V/def2-TZVPD.

Values from the calculation:
Total charge = 0
M = 152.7 g/mol
Energy above the lowest of the compared OMol25 structures with the same formula, charge and spin = 22.7 kcal per mole
2S+1 = 1
E_HOMO = -0.3360 hartree
LUMO level = 0.53 eV

```
21
Properties=species:S:1:pos:R:3:lowdin_charge:R:1
C -0.354 0.077 -2.589 -0.20
C -1.533 -1.187 1.082 -0.18
C -0.621 0.723 2.279 -0.10
C 0.693 0.735 -1.734 -0.31
N 2.239 0.771 0.716 -0.04
N -0.371 -0.298 1.219 -0.37
Si 0.793 0.014 0.026 0.57
Cl 0.887 -2.702 -0.489 -0.17
H -0.413 0.460 -3.585 0.06
H -0.157 -0.958 -2.736 0.03
H -1.410 0.278 -2.314 0.09
H -2.395 -0.566 0.917 0.06
H -1.415 -1.939 0.216 0.03
H -1.656 -1.862 1.999 0.11
H -1.109 0.137 3.049 0.07
H 0.525 1.109 2.407 0.11
H -1.372 1.422 1.839 0.08
H 0.481 1.760 -1.742 0.05
H 1.669 0.610 -2.256 0.09
H 2.984 0.898 0.073 0.02
H 2.534 0.518 1.622 0.01
```

[4]
A 12-piece molecular cluster, C18H60N6O12 overall in a non-equilibrium geometry, computed with wB97M-V/def2-TZVPD.

Values from the calculation:
Total charge = 0
M = 552.7 g/mol
Energy above the lowest of the compared OMol25 structures with the same formula, charge and spin = 262.6 kcal per mole
2S+1 = 1
SMILES string = NC(N)=O.NC(N)=O.NC(N)=O.CCO.CCO.CCO.CCO.CCO.CCO.CO.CO.CO
E_HOMO = -0.3095 hartree
LUMO level = 0.32 eV

```
96
Properties=species:S:1:pos:R:3:lowdin_charge:R:1
N 3.271 2.528 -2.416 0.13
C 2.880 2.467 -1.159 -0.60
N 2.015 3.377 -0.861 0.18
O 3.520 1.672 -0.179 -0.14
H 3.923 1.797 -2.823 0.14
H 2.849 3.077 -3.186 0.13
H 1.722 3.748 0.025 0.12
H 1.573 3.861 -1.657 0.12
N 0.293 -2.970 -3.854 0.08
C 0.199 -2.933 -2.526 -0.62
N 1.448 -3.083 -2.175 0.12
O -0.913 -2.945 -1.792 -0.04
H -0.504 -3.565 -4.200 0.12
H -0.302 -2.194 -4.319 0.14
H 1.547 -3.792 -1.461 0.05
H 1.528 -2.361 -1.453 0.08
N -2.158 -2.664 1.709 0.21
C -1.646 -2.618 2.852 -0.64
N -1.352 -3.748 3.429 0.16
O -1.435 -1.411 3.510 -0.14
H -2.431 -1.777 1.209 0.10
H -2.382 -3.462 1.220 0.08
H -0.802 -3.751 4.294 0.13
H -1.647 -4.589 2.952 0.11
C -4.315 3.925 2.030 -0.11
C -3.886 2.628 1.335 -0.27
O -2.558 2.707 0.760 -0.11
H -4.504 4.632 1.258 0.05
H -3.612 4.479 2.730 0.08
H -5.259 3.939 2.632 0.08
H -4.686 2.552 0.503 0.14
H -4.025 1.754 2.041 0.12
H -1.888 2.857 1.413 0.03
C 0.479 0.712 0.077 -0.08
C 0.136 -0.687 0.438 -0.27
O 1.244 -1.448 -0.004 -0.10
H 1.416 0.962 0.574 0.06
H -0.247 1.390 0.280 0.03
H 0.638 0.898 -1.010 0.06
H -0.776 -0.872 -0.184 0.10
H -0.180 -0.795 1.460 0.09
H 1.557 -1.891 0.815 0.05
C -4.357 -2.211 -0.144 -0.07
C -3.540 -1.077 -0.672 -0.31
O -2.897 -0.364 0.326 -0.10
H -3.781 -3.097 -0.260 0.05
H -5.250 -2.426 -0.728 0.08
H -4.710 -2.152 0.860 0.08
H -4.292 -0.420 -1.076 0.11
H -2.771 -1.310 -1.341 0.08
H -2.616 0.478 0.008 0.04
C 1.996 -0.047 -3.507 -0.09
C 2.558 -0.311 -4.880 -0.40
O 2.960 -1.571 -5.089 -0.05
H 2.503 -0.376 -2.633 0.07
H 0.955 -0.520 -3.543 0.07
H 1.646 1.008 -3.287 0.05
H 3.416 0.361 -5.023 0.10
H 1.890 0.004 -5.739 0.13
H 3.744 -1.548 -5.674 0.11
C 3.075 1.560 3.075 -0.08
C 2.137 2.768 2.901 -0.28
O 2.886 3.968 3.114 -0.10
H 3.411 1.492 4.118 0.09
H 3.995 1.644 2.492 0.07
H 2.673 0.668 2.760 0.01
H 1.254 2.715 3.568 0.09
H 1.693 2.867 1.946 0.06
H 3.845 3.884 3.261 0.09
C -0.758 1.969 -2.970 -0.10
C -2.246 2.165 -3.075 -0.30
O -2.824 1.887 -1.818 -0.10
H -0.212 2.166 -3.851 0.05
H -0.500 0.880 -2.800 0.08
H -0.265 2.619 -2.232 0.06
H -2.495 1.393 -3.829 0.12
H -2.691 3.039 -3.504 0.10
H -2.470 2.444 -1.082 0.06
C 0.461 -4.668 0.677 -0.14
O 1.623 -4.751 -0.113 -0.14
H -0.150 -3.887 0.196 0.07
H 0.836 -4.423 1.587 0.03
H -0.036 -5.676 0.715 0.10
H 2.265 -5.260 0.418 0.11
C 3.922 -1.421 1.867 -0.14
O 2.834 -2.328 1.828 -0.14
H 4.276 -1.052 2.849 0.09
H 3.648 -0.664 1.051 0.10
H 4.802 -1.917 1.314 0.10
H 3.125 -3.080 2.313 0.07
C -1.015 1.636 3.568 -0.09
O -0.935 2.970 2.998 -0.14
H -2.093 1.470 3.657 0.08
H -0.505 1.629 4.560 0.10
H -0.577 0.879 2.896 0.07
H -1.139 3.548 3.661 0.04
```